# 1
A molecular structure, C26H32BN8O2Ru in a non-equilibrium geometry, computed with ωB97M-V/def2-TZVPD.

HOMO energy (alpha / beta)	-11.52 / -11.56	eV
electronic energy	-46750.3923	eV
total charge	+1
lowest unoccupied orbital energy (alpha / beta)	-0.080 / -0.197	Eh
spin multiplicity	5

CARTESIAN COORDINATES (ANGSTROEM)
Ru  -0.35449  -0.47182  0.74584
C  -2.72249  -2.52482  -2.37216
C  -1.52299  -2.46642  -1.66656
N  -1.33799  -1.23832  -1.20266
N  -2.38609  -0.49512  -1.57436
C  -3.24079  -1.24922  -2.28706
B  -2.53379  0.98978  -1.19466
N  -1.15839  1.70178  -1.19136
C  -0.78119  2.80568  -1.85386
C  0.45651  3.19628  -1.38566
C  0.77841  2.25928  -0.40976
N  -0.20289  1.36868  -0.31196
N  -2.98209  1.03778  0.29634
C  -3.91179  1.76198  0.93454
C  -3.80279  1.53228  2.29134
C  -2.74639  0.63868  2.41054
N  -2.26689  0.34688  1.20194
N  -3.43299  1.63738  -2.21316
C  -4.74749  1.97198  -2.27706
C  -5.02799  2.35608  -3.56586
C  -3.81139  2.20658  -4.24916
N  -2.88049  1.77268  -3.43366
H  -3.14249  -3.37212  -2.87116
H  -0.79179  -3.23502  -1.50126
H  -4.15609  -0.85232  -2.67666
H  -1.38519  3.22928  -2.62846
H  1.03771  4.03618  -1.70186
H  1.65451  2.19008  0.20914
H  -4.58279  2.41138  0.41644
H  -4.38849  1.96098  3.07724
H  -2.31669  0.21518  3.29894
H  -5.39869  1.89778  -1.43086
H  -5.96289  2.69778  -3.96056
H  -3.58309  2.38708  -5.28116
C  -1.56869  -2.57142  2.94114
C  -0.69359  -2.17132  1.79364
O  -0.10509  -2.92692  1.07004
H  -1.46629  -3.64342  3.11994
H  -2.60699  -2.34922  2.68934
H  -1.30899  -2.01512  3.83934
C  2.84501  0.07388  -2.39026
C  3.21531  -1.25422  -1.71496
C  2.01381  -2.19882  -1.72426
C  3.78331  -0.96752  -0.34656
C  5.15231  -0.89952  -0.19196
C  5.73961  -0.56262  1.01844
C  4.93681  -0.26512  2.11324
C  3.56391  -0.28322  2.03164
C  2.74521  0.04258  3.25954
C  1.74391  1.17548  3.02824
C  2.05821  -1.22432  3.77444
C  2.93631  -0.65782  0.78524
O  1.67291  -0.71022  0.66454
H  2.53811  -0.10172  -3.41746
H  3.68921  0.76038  -2.38956
H  2.01511  0.53598  -1.86096
H  4.01851  -1.71582  -2.29966
H  1.12771  -1.69602  -1.33676
H  2.19981  -3.09032  -1.12876
H  1.79531  -2.50512  -2.74476
H  5.78671  -1.11052  -1.04076
H  6.81371  -0.51572  1.11044
H  5.40341  -0.00862  3.05174
H  3.44391  0.38428  4.03244
H  0.91131  0.85798  2.36884
H  2.24901  2.03038  2.58414
H  1.30911  1.49658  3.97214
H  1.40571  -1.64102  3.00274
H  1.46771  -0.99972  4.65954
H  2.80091  -1.97612  4.03444


# 2
A molecular structure, C26H32BrF6N7O2PPbS3SbSe in a non-equilibrium geometry, computed with ωB97M-V/def2-TZVPD.

HOMO energy (alpha / beta)	-4.97 / -5.14	eV
electronic energy	-247286.7328	eV
total charge	-1
lowest unoccupied orbital energy (alpha / beta)	0.062 / 0.004	Eh
spin multiplicity	2

CARTESIAN COORDINATES (ANGSTROEM)
Pb  0.74179  -1.29302  -0.42280
O  -1.06570  -6.17305  2.33556
C  -1.47054  -4.90435  2.47859
C  -0.65287  -4.09436  3.27482
C  -0.84945  -2.71743  3.18856
N  -1.91506  -2.12775  2.47795
C  -2.71513  -3.00130  1.97365
Br  -4.17776  -2.28021  1.05007
C  -2.62089  -4.40514  1.94025
H  -1.64034  -6.65352  1.73090
H  0.23380  -4.57238  3.74349
H  -0.13724  -1.95902  3.54396
H  -3.37742  -4.98491  1.49375
S  -0.46081  -3.74212  -1.51814
C  1.05736  -4.20683  -2.06706
C  1.12373  -4.51890  -3.45957
N  1.04823  -4.81150  -4.59055
C  2.30311  -4.21496  -1.33073
S  2.61943  -3.56535  0.20714
C  3.47887  -4.82949  -1.86510
N  4.43264  -5.19659  -2.38370
S  -2.19072  0.80103  5.43186
C  -1.70874  2.31577  4.99606
N  -0.47387  2.50965  4.30204
C  -0.25428  3.68176  3.59403
C  -0.94426  4.82816  3.90953
C  -2.11030  4.72247  4.69466
C  -2.46093  3.50525  5.28955
H  0.17055  1.69627  4.15553
H  0.58502  3.71102  2.84329
H  -0.72850  5.76092  3.40460
H  -2.83363  5.55803  4.70124
H  -3.31958  3.24677  5.91767
Se  1.43066  0.23948  2.05297
C  3.21555  -0.49257  2.38168
C  3.36071  -1.85351  2.68004
C  4.63233  -2.43164  2.85856
C  5.75191  -1.63272  2.70988
C  5.60877  -0.22302  2.46614
C  4.35570  0.28251  2.20845
H  2.50706  -2.46270  2.73258
H  4.58029  -3.47495  2.96139
H  6.75905  -2.09911  2.82871
H  6.55461  0.32638  2.37715
H  4.22596  1.26706  1.77327
F  1.47587  -1.27015  -2.88581
Sb  3.19265  -0.19311  -3.13017
F  4.39392  -1.53351  -2.45839
F  2.95314  0.15161  -1.15626
F  4.67612  0.93714  -3.39366
F  2.15726  1.32853  -3.65724
F  3.32592  -0.93629  -4.87599
C  -0.48322  3.31777  -3.76627
N  -0.46671  2.58418  -2.52248
C  0.47766  2.99296  -1.45375
P  -1.55897  1.39376  -2.21163
O  -0.90616  0.31823  -1.34320
N  -2.18492  0.88168  -3.62843
C  -1.29725  0.15102  -4.53276
C  -3.63255  0.71495  -3.99707
N  -2.90316  1.97557  -1.37617
C  -3.69164  3.05556  -1.81527
C  -3.02591  1.78296  0.05066
H  0.31876  3.05866  -4.45983
H  -0.56166  4.38909  -3.61037
H  -1.40447  2.94595  -4.35562
H  1.41802  3.26935  -1.91027
H  0.79918  2.17089  -0.75784
H  0.09582  3.79922  -0.89350
H  -0.26328  0.32859  -4.17807
H  -1.36502  0.60977  -5.55034
H  -1.44744  -0.93288  -4.52345
H  -4.18091  0.29430  -3.16689
H  -3.74264  -0.07090  -4.82870
H  -3.93268  1.66923  -4.39972
H  -3.32346  3.45883  -2.70678
H  -3.59189  3.84061  -1.08854
H  -4.72621  2.75396  -1.82466
H  -2.34762  0.96405  0.39930
H  -4.08256  1.56761  0.30339
H  -2.83312  2.70062  0.63389


# 3
A molecular structure, C26H32CaNO6 in a non-equilibrium geometry, computed with ωB97M-V/def2-TZVPD.

HOMO energy	-3.66	eV
electronic energy	-59693.1645	eV
total charge	-1
lowest unoccupied orbital energy	0.058	Eh

CARTESIAN COORDINATES (ANGSTROEM)
O  0.14129  1.63466  -0.45131
C  -0.85881  2.15338  -1.38460
C  0.13765  3.18552  -1.89265
H  -1.71335  2.54170  -0.81466
H  -1.17386  1.39945  -2.12400
C  1.15296  2.56279  -0.90886
H  -0.13367  4.18507  -1.56223
H  0.38479  3.13384  -2.96957
C  1.53191  3.43514  0.26779
H  0.61784  3.79455  0.76312
H  2.13178  4.28481  -0.08103
H  2.11363  2.86055  1.00261
C  2.32349  1.90727  -1.59618
H  1.99251  1.34699  -2.47943
H  2.85824  1.21743  -0.93410
H  3.03369  2.68515  -1.91493
Ca  -0.62833  -0.76842  0.41023
C  1.32820  -2.87853  -0.96472
C  -0.03780  -3.13519  -1.26430
C  -0.52987  -2.06659  -2.07313
H  -0.59062  -4.03875  -1.00794
C  0.54627  -1.14494  -2.25981
C  1.68396  -1.64253  -1.56882
H  2.68022  -1.20489  -1.56936
H  2.00673  -3.54365  -0.43642
H  -1.51107  -2.00612  -2.53208
H  0.52396  -0.28093  -2.92314
C  1.52771  -1.89980  2.60389
C  2.47789  -1.37220  1.68807
C  2.25759  0.03027  1.57934
H  3.26851  -1.93337  1.19767
C  1.15058  0.36910  2.41874
C  0.70337  -0.83000  3.05310
H  -0.07549  -0.90130  3.81158
H  1.50470  -2.92361  2.97066
H  2.89439  0.73241  1.05159
H  0.78438  1.37320  2.61746
O  -1.68265  5.08967  -1.73631
C  -0.79447  6.14539  -2.27586
C  -1.58396  7.39960  -2.66829
H  -0.28852  5.76047  -3.17865
H  -0.01790  6.41131  -1.53572
C  -3.03137  6.94372  -2.62565
H  -1.31287  7.76910  -3.65763
H  -1.38661  8.19693  -1.95103
C  -3.01647  5.64188  -1.80177
H  -3.39833  6.72816  -3.62988
H  -3.66398  7.71188  -2.18147
H  -3.69017  4.88716  -2.22814
H  -3.33358  5.90271  -0.78027
O  -2.82739  -3.17881  2.76323
C  -1.78400  -3.41821  2.14620
O  -1.16948  -2.59326  1.34108
C  -1.13860  -4.76685  2.32231
C  0.12396  -5.11172  1.78887
C  0.68529  -6.37264  1.97398
C  -0.01010  -7.34194  2.72784
C  -1.26817  -7.01671  3.28377
C  -1.81248  -5.75198  3.07885
N  0.55560  -8.63386  2.92415
O  1.66666  -8.90207  2.41227
O  -0.09126  -9.46502  3.61249
H  0.69710  -4.38295  1.21741
H  1.65261  -6.62976  1.54946
H  -1.80271  -7.76252  3.86713
H  -2.78154  -5.52215  3.51905


# 4
A molecular structure, C26H32F5N5O3ReSSi, computed with ωB97M-V/def2-TZVPD.

HOMO energy	-10.23	eV
electronic energy	-75499.9488	eV
total charge	+1
lowest unoccupied orbital energy	-0.101	Eh

CARTESIAN COORDINATES (ANGSTROEM)
Re  -0.45944  -0.14079  0.57594
N  -2.06381  0.89948  1.70102
N  -2.52053  0.25967  2.86891
C  -2.04417  -0.94547  3.24219
N  -2.55667  -1.45944  4.36381
S  -0.86201  -1.77709  2.37536
H  -1.56844  1.75660  1.95080
H  -2.84701  1.13191  1.09281
H  -3.22250  0.73812  3.41197
H  -3.31339  -1.03043  4.86910
H  -2.24124  -2.36667  4.66157
C  3.98288  2.39321  2.12405
C  3.59542  1.49221  3.28930
C  3.06209  0.11483  2.84287
C  2.57976  -0.74160  4.05610
C  3.58932  -0.89600  5.18539
C  4.17118  -0.62976  2.13406
O  5.27705  -0.78102  2.57326
N  3.84936  -1.16816  0.88461
C  2.69889  -0.94100  0.20350
O  2.73100  -1.43167  -0.98711
N  1.68705  -0.29049  0.73891
C  1.83624  0.29730  1.97733
O  0.85524  0.92245  2.38066
H  4.35846  3.34645  2.49297
H  3.13637  2.60549  1.47073
H  4.77913  1.94599  1.52372
H  2.82521  1.96047  3.90433
H  4.46164  1.30895  3.92291
H  2.27496  -1.72564  3.68547
H  1.67468  -0.25655  4.42508
H  4.54283  -1.28256  4.83184
H  3.19449  -1.59319  5.92413
H  3.77006  0.05079  5.69251
H  4.60724  -1.60099  0.37125
F  -2.78708  1.36764  -1.01727
C  -1.63430  2.05172  -1.27484
C  -0.44750  1.62329  -0.69278
C  0.63507  2.43343  -1.01084
F  1.86747  2.14100  -0.52680
C  0.56906  3.54991  -1.82771
F  1.65702  4.27806  -2.08045
C  -0.64255  3.90815  -2.38957
F  -0.73077  4.97089  -3.18064
C  -1.76252  3.14490  -2.11071
F  -2.94254  3.47641  -2.63372
C  2.80677  -1.56152  -4.96373
Si  3.13140  -0.39017  -3.54524
C  2.72261  1.37250  -4.00551
C  4.88233  -0.54139  -2.90319
C  1.94126  -0.89959  -2.11562
H  3.41302  -1.30227  -5.83360
H  1.75852  -1.52628  -5.26902
H  3.04038  -2.59250  -4.68960
H  3.33709  1.70666  -4.84398
H  2.90128  2.05438  -3.17266
H  1.67668  1.47084  -4.30746
H  5.59329  -0.29306  -3.69350
H  5.10213  -1.55742  -2.56976
H  5.06753  0.14454  -2.07261
H  1.28027  -1.71233  -2.40862
H  1.32717  -0.07402  -1.76367
C  -0.90308  -1.26135  -0.65456
C  -1.26158  -2.20386  -1.67855
C  -2.18127  -1.83350  -2.66395
C  -2.50866  -2.72622  -3.67106
C  -1.93424  -3.99005  -3.69861
C  -1.02757  -4.36683  -2.71523
C  -0.68788  -3.47908  -1.70911
H  -2.62706  -0.84769  -2.63118
H  -3.21766  -2.43701  -4.43538
H  -2.19599  -4.68450  -4.48570
H  -0.58698  -5.35479  -2.73477
H  0.01772  -3.76372  -0.93786


# 5
A molecular structure, C26H32N11NaO2PS3, computed with ωB97M-V/def2-TZVPD.

HOMO energy	-4.66	eV
electronic energy	-94182.3976	eV
total charge	-1
lowest unoccupied orbital energy	0.077	Eh

CARTESIAN COORDINATES (ANGSTROEM)
Na  0.49913  0.31875  0.74508
N  3.37597  4.23779  0.65897
C  2.75798  3.01735  0.52432
S  1.14554  3.01491  -0.06818
N  3.52483  2.00595  0.88786
N  2.90809  0.80107  0.80554
C  3.63638  -0.21071  1.07213
C  3.09572  -1.57079  0.96696
C  3.86431  -2.65473  1.38863
C  3.35066  -3.93412  1.26894
C  2.08535  -4.10169  0.72843
C  1.38749  -2.96792  0.33390
N  1.87319  -1.73782  0.44301
H  2.97328  4.99162  0.13203
H  4.37924  4.20726  0.74919
H  4.68219  -0.08560  1.35514
H  4.84734  -2.48122  1.80724
H  3.92813  -4.78968  1.59700
H  1.64117  -5.08128  0.61825
H  0.39355  -3.04082  -0.09653
O  -0.14799  -2.53220  4.39847
C  -1.27499  -2.03097  4.93049
C  -1.76380  -2.60533  6.10664
C  -2.91970  -2.12461  6.69082
C  -3.61444  -1.06365  6.11529
C  -3.13287  -0.49855  4.94700
C  -1.96889  -0.96236  4.33680
C  -1.46195  -0.35555  3.06431
O  -0.36397  -0.79679  2.59207
N  -2.22754  0.58377  2.54028
N  -1.76738  0.98488  1.30009
C  -2.37463  1.99069  0.82912
S  -3.57032  2.93293  1.73716
C  -3.79360  4.18646  0.43420
C  -2.55209  4.21862  -0.44295
S  -2.13570  2.50607  -0.83846
H  0.02018  -1.96100  3.58868
H  -1.21082  -3.42878  6.54058
H  -3.28342  -2.57940  7.60517
H  -4.51881  -0.68582  6.57459
H  -3.64835  0.32503  4.47115
H  -3.95264  5.14652  0.92645
H  -4.67435  3.94390  -0.16104
H  -1.70078  4.66160  0.07523
H  -2.73003  4.75261  -1.37600
N  -3.39793  -0.70966  -0.64373
C  -3.44074  -1.62244  0.38055
C  -2.38380  -2.45315  0.16596
N  -1.68509  -2.05802  -0.95338
C  -2.31322  -0.99913  -1.40340
H  -3.92707  0.14410  -0.70250
H  -4.16988  -1.56598  1.16876
H  -2.07419  -3.29344  0.76553
H  -2.00937  -0.39458  -2.24667
C  0.01346  -0.49179  -4.52692
N  0.01268  0.43415  -3.40289
C  0.43275  1.75382  -3.86962
N  1.72437  1.74846  -4.55665
C  1.66745  0.78119  -5.64621
N  1.28711  -0.57134  -5.24248
C  2.32277  -1.17572  -4.39545
P  2.67620  -0.24910  -2.81359
C  0.89456  -0.02896  -2.32118
C  2.81183  1.43051  -3.62114
H  -0.74731  -0.15960  -5.24037
H  -0.25596  -1.48736  -4.16541
H  0.48899  2.42803  -3.01289
H  -0.32215  2.12273  -4.57118
H  2.64262  0.74193  -6.13830
H  0.92645  1.13290  -6.37039
H  3.24579  -1.25860  -4.97673
H  2.01396  -2.19300  -4.13821
H  0.88878  0.73647  -1.53999
H  0.50917  -0.96574  -1.91123
H  3.76690  1.49792  -4.15021
H  2.82022  2.17903  -2.82408


# 6
2 unconnected molecules or ions with the total composition C26H32N2O2 in a non-equilibrium geometry, computed with ωB97M-V/def2-TZVPD.

HOMO energy	-5.89	eV
electronic energy	-34554.7182	eV
lowest unoccupied orbital energy	-0.057	Eh

CARTESIAN COORDINATES (ANGSTROEM)
C  -2.36588  -0.08401  3.25577
C  -1.14655  0.80914  3.11717
C  0.11587  0.12676  3.14140
C  1.38529  0.79714  3.06721
C  2.60074  -0.11489  3.07552
O  1.52918  2.02295  2.97812
O  -1.28083  2.03359  2.96848
H  -2.10208  -1.14536  3.29546
H  -2.91016  0.19146  4.16903
H  -3.03954  0.08622  2.40584
H  0.11127  -0.95618  3.23654
H  2.33043  -1.17559  3.10177
H  3.19799  0.07780  2.17532
H  3.22746  0.12521  3.94567
C  -5.23075  -2.38683  -1.45534
N  -5.09588  -0.99359  -1.09438
C  -6.30598  -0.39906  -0.57704
C  -6.19046  1.09946  -0.39670
C  -4.90380  1.44678  0.34322
C  -3.70887  0.80820  -0.28282
C  -3.88777  -0.36351  -1.07389
C  -2.75660  -0.90484  -1.73860
C  -1.49581  -0.40216  -1.50920
C  -1.27483  0.67384  -0.59097
C  -0.00865  1.16867  -0.21205
C  1.25125  0.56926  -0.42274
C  2.41960  1.38047  -0.38041
C  3.67436  0.88383  -0.66293
C  3.82431  -0.48362  -1.04140
N  5.01784  -0.94403  -1.50198
C  5.16902  -2.29348  -1.99539
C  6.23652  -0.16402  -1.45735
C  5.96607  1.31975  -1.59415
C  4.88152  1.76152  -0.61807
C  2.69295  -1.33565  -0.94710
C  1.44978  -0.82786  -0.64527
C  -2.43774  1.28811  -0.04537
H  -4.26157  -2.88726  -1.41294
H  -5.92011  -2.87759  -0.75512
H  -5.64383  -2.50291  -2.46737
H  -7.12647  -0.64331  -1.26308
H  -6.54778  -0.87125  0.38968
H  -6.18621  1.59258  -1.37393
H  -7.06108  1.45267  0.15921
H  -4.77006  2.53309  0.36040
H  -4.99730  1.12761  1.39369
H  -2.90506  -1.74350  -2.42014
H  -0.65213  -0.84137  -2.03604
H  0.00264  2.13218  0.29106
H  2.31566  2.43460  -0.12768
H  4.28148  -2.60044  -2.55656
H  6.03769  -2.31157  -2.66110
H  5.33663  -3.02093  -1.18934
H  6.76864  -0.34418  -0.50764
H  6.87798  -0.52232  -2.26896
H  6.89125  1.87308  -1.41684
H  5.63198  1.52636  -2.61663
H  4.58421  2.78756  -0.85051
H  5.30569  1.77700  0.39890
H  2.81565  -2.40170  -1.14176
H  0.60249  -1.50687  -0.57942
H  -2.31964  2.14298  0.61877